Entry 1:
16
Properties=species:S:1:pos:R:3:forces:R:3 method="wB97M-V/def2-TZVPD" homo_energy_ha=-0.3184 orbital_gap_ev=9.18
O -2.296682 -0.272464 0.145740 0.45 -4.05 -6.46
N 1.553029 -0.676412 0.055612 -0.14 -3.07 2.89
N 0.700951 1.960522 0.091929 0.30 -5.02 1.19
C -0.976960 -0.101591 0.347959 5.21 0.67 4.31
C -0.524708 1.195947 -0.308469 -0.47 2.45 -2.47
C 0.193355 -1.280089 -0.053675 -2.24 4.31 -3.51
H -2.019555 -0.743344 -0.979572 -2.63 2.04 4.52
H 1.828096 -0.849878 1.099509 0.00 0.59 -2.51
H 1.298314 0.952301 -0.084807 -0.45 3.86 1.19
H 2.089446 -1.334209 -0.535609 0.34 0.73 0.79
H -1.320643 2.050764 -0.285027 0.57 -2.23 -0.51
H -0.787066 -0.069832 1.542175 -0.48 0.28 -2.16
H 0.177915 -1.400463 -1.199853 -0.87 -0.18 1.40
H 0.448146 1.875171 1.106510 1.40 0.83 -0.34
H -0.156721 -2.141311 0.400658 0.33 -2.05 1.27
H -0.206915 0.834890 -1.343081 -1.32 0.83 0.41

=====

Entry 2:
26
Properties=species:S:1:pos:R:3:forces:R:3 method="wB97M-V/def2-TZVPD" s2=0.7612 total_charge=+2 multiplicity=2 homo_energy_ha="-0.6167 / -0.6302" orbital_gap_ev="7.52 / 7.46"
Yb -0.311226 -0.495274 -1.827608 -1.15 -2.07 0.91
O 0.063944 -4.999080 -2.891103 -0.41 1.67 0.73
O 1.848238 -1.840005 -4.459716 -4.11 0.50 4.02
O 2.413286 1.645393 -2.041063 -1.61 -1.78 -1.34
O 0.894911 1.308403 -4.752724 -1.47 -1.14 2.95
O 3.026413 -1.444026 -1.120440 -2.83 0.84 0.02
N -0.208799 0.147725 0.322819 -0.05 0.04 -0.14
C -1.480052 1.195765 4.251018 -0.29 -0.09 0.22
C 1.025163 -1.674749 -3.648332 4.38 -0.78 -4.82
C -1.891030 0.122616 2.010827 -0.18 -0.36 -0.72
C 0.255155 1.141172 2.433672 0.26 -0.22 -0.80
C 1.923000 -1.153024 -1.190464 3.79 -1.75 0.63
C 0.554503 1.044779 -3.616343 0.67 2.63 -2.66
C -1.031457 0.808310 2.870881 0.01 0.30 0.61
C 0.640491 0.791849 1.146902 -0.41 0.08 0.43
C 1.671010 0.862011 -2.535346 1.21 2.48 0.93
C -0.170501 -3.975438 -2.469056 0.27 -1.64 -0.55
C -1.448199 -0.197515 0.732884 0.37 0.63 1.05
H -2.490435 0.810717 4.444845 0.34 0.16 0.03
H 1.628259 1.035338 0.739624 -0.38 -0.07 0.25
H -2.898815 -0.159068 2.313199 0.28 0.10 0.03
H 0.963261 1.672318 3.059528 -0.18 -0.05 0.09
H -1.500239 2.291140 4.376406 0.07 -0.37 -0.14
H -2.106285 -0.738016 0.031096 0.13 0.13 0.21
H -0.570698 1.008058 -3.198927 1.48 0.60 -1.62
H -0.799894 0.790590 5.017409 -0.18 0.13 -0.30

=====

Entry 3:
93
Properties=species:S:1:pos:R:3:forces:R:3 method="wB97M-V/def2-TZVPD" s2=8.7620 total_charge=-2 multiplicity=6 homo_energy_ha="-0.0685 / -0.0987" orbital_gap_ev="6.07 / 6.89"
Pm 0.280058 -0.094047 -0.289482 -0.42 -0.34 -0.01
Sb 0.745158 3.396153 -3.803682 -0.29 -0.33 0.20
S -0.614042 3.713853 -1.734382 -0.29 0.54 -0.21
S 1.803858 1.327253 1.529918 0.70 0.61 0.03
S 1.492258 1.190853 4.501318 -0.15 0.23 0.12
S 0.882158 2.304053 -1.545882 0.51 0.78 -0.75
S -0.387842 2.033153 -5.235182 0.23 0.25 0.10
O 1.567458 -1.646847 0.620318 1.43 -1.96 1.03
O -1.346742 1.283853 0.434418 -0.05 -0.11 -0.10
N 1.782658 -2.735447 1.292718 -0.29 0.52 -0.36
N -0.011942 -0.141447 2.961918 -0.42 0.21 0.99
N 3.381958 -5.116347 3.096618 0.00 0.04 -0.01
N -1.008342 -1.094347 -2.124082 0.48 -0.04 -0.27
N 4.973358 -1.336947 1.863218 0.11 -0.04 0.07
N 1.749058 -0.849447 -2.201082 -0.91 -0.12 -0.25
N -0.625442 -0.978647 2.128118 -0.68 -0.86 -0.56
C 1.796358 -1.538647 -4.581982 -0.11 0.02 0.23
C -4.205142 1.776753 3.352718 -0.24 0.07 0.25
C 0.968158 0.654653 2.848818 0.08 -0.08 0.19
C 1.012758 6.194553 4.836418 0.05 0.17 0.08
C -1.073442 -1.517847 -4.569982 0.08 0.03 0.12
C -2.395242 -1.307747 -2.117682 -0.66 -0.07 0.00
C 3.517958 -2.430947 -1.676582 -0.19 0.11 0.03
C -5.144542 -1.740147 -2.023982 -0.08 -0.04 -0.02
C -1.903442 -0.892847 1.959318 0.27 0.07 0.13
C 0.232958 3.527553 4.961618 -0.09 0.14 0.18
C 3.165358 -4.129947 2.542318 -0.10 -1.18 0.52
C -3.281542 -0.221847 -2.229782 0.21 -0.10 0.08
C -0.056442 2.069153 5.013218 0.54 -0.43 -0.12
C -4.272942 -2.811647 -1.935482 0.02 -0.06 -0.01
C 4.090858 -0.137747 -2.196382 -0.25 -0.07 -0.05
C 4.841558 -2.667447 -1.340682 0.09 0.00 -0.10
C 5.406158 -0.408047 -1.851282 0.14 -0.14 0.02
C 0.574458 4.217953 6.117618 -0.11 -0.11 -0.10
C -0.336642 -1.272047 -3.278382 -0.48 -0.09 0.08
C -1.936242 -3.753647 -1.822182 -0.06 0.17 0.08
C -3.877742 2.827853 2.506818 -0.06 0.03 0.18
C -3.579042 0.551153 3.194018 -0.03 -0.09 -0.06
C 3.110958 -1.135947 -2.052682 0.82 -0.11 0.05
C 3.722258 1.215553 -2.724682 -0.03 -0.06 0.13
C -2.900542 -2.611647 -1.971382 0.25 0.22 0.04
C 0.662358 5.515353 3.681318 -0.02 0.02 -0.09
C -4.644342 -0.457047 -2.160082 -0.16 -0.16 0.07
C -2.628042 0.370353 2.208418 0.35 0.20 -0.17
C 4.064458 -2.040847 1.847318 0.33 0.89 -0.23
C 0.274758 4.191053 3.739518 -0.09 0.01 0.02
C -2.745042 1.157353 -2.408682 0.06 -0.04 0.13
C 2.957058 -2.923147 1.856418 -0.81 0.82 -0.74
C -2.643242 -2.108847 1.480218 0.23 0.26 -0.28
C 0.961158 5.542953 6.055018 0.08 0.16 0.14
C 5.785758 -1.658647 -1.402482 0.07 -0.02 -0.08
C -2.922242 2.675053 1.527318 0.33 -0.11 -0.29
C -2.246742 1.449253 1.351018 -0.59 -0.05 0.54
C 1.071258 -1.217447 -3.297082 0.67 0.17 0.08
C 2.535058 -3.562947 -1.635582 -0.09 0.08 0.03
H 3.402258 1.860853 -1.901882 -0.01 0.07 -0.17
H -2.656242 3.487653 0.864718 0.03 0.07 -0.04
H -4.655442 -3.819147 -1.826282 -0.03 -0.06 0.02
H -1.929042 1.157653 -3.131682 0.01 0.17 0.02
H -6.212442 -1.903047 -1.994182 -0.11 -0.03 0.05
H -0.755642 -2.447747 -5.043082 0.01 -0.07 -0.07
H -5.324842 0.381453 -2.200282 -0.06 0.12 -0.09
H -3.359842 -2.407547 2.249618 -0.05 -0.01 0.01
H -2.355242 1.520953 -1.452782 0.02 0.05 -0.22
H -1.398542 -3.935747 -2.752982 0.09 -0.06 -0.04
H 4.570758 1.687953 -3.221582 0.04 -0.01 0.03
H 1.237358 6.062553 6.961318 0.03 0.09 0.10
H -3.820842 -0.273347 3.856218 -0.03 -0.02 -0.01
H -0.870342 -0.692747 -5.253082 0.00 0.01 -0.11
H -4.367942 3.787153 2.629118 -0.01 0.01 -0.01
H 2.389758 -3.977447 -2.633182 -0.06 -0.08 -0.14
H -3.198342 -1.906647 0.562918 -0.10 0.00 0.03
H -0.836042 1.764253 4.315518 -0.01 -0.07 0.09
H -2.462042 -4.661247 -1.528682 0.04 -0.07 0.00
H -1.940942 -2.924647 1.311818 0.01 -0.03 0.02
H -4.939042 1.912053 4.135118 -0.06 0.02 0.05
H -1.188842 -3.500747 -1.064182 0.01 -0.15 -0.06
H 0.030558 3.654853 2.833918 -0.01 -0.08 -0.12
H 2.873258 -1.490647 -4.428082 0.00 -0.01 -0.04
H -0.295842 1.718953 6.018718 -0.11 0.13 -0.07
H 6.810558 -1.848147 -1.114082 0.04 -0.01 0.06
H 2.901858 1.128053 -3.438682 -0.01 0.11 0.04
H 0.707758 6.017553 2.727918 -0.01 0.05 -0.16
H 2.906658 -4.352247 -0.986382 -0.03 -0.13 0.03
H 1.334158 7.226053 4.789418 0.00 0.08 -0.03
H 1.535658 -2.534147 -4.943582 0.03 -0.06 -0.10
H 0.552858 3.699353 7.066518 0.00 -0.04 0.10
H 6.143958 0.380853 -1.928082 0.02 0.07 -0.04
H 1.514858 -0.813447 -5.346182 0.00 0.04 -0.12
H -2.147142 -1.560247 -4.398082 0.04 -0.03 -0.08
H 5.129858 -3.659847 -1.013982 0.00 -0.04 0.03
H 1.564858 -3.231647 -1.269182 0.00 -0.04 -0.02
H -3.515042 1.847153 -2.749882 -0.06 0.02 -0.03

=====

Entry 4:
11
Properties=species:S:1:pos:R:3:forces:R:3 method="wB97M-V/def2-TZVPD" total_charge=+1 homo_energy_ha=-0.4982 orbital_gap_ev=8.02
Bi 0.286970 -1.810314 -0.572706 -0.89 -4.24 3.23
O -0.706410 -0.793533 -1.910492 -0.24 0.41 -2.64
O -0.109104 0.125879 0.509325 0.73 -0.06 -0.69
O 0.888680 -0.395200 2.265977 -0.11 -0.07 -0.67
C -0.934993 0.467463 -1.630342 -0.62 2.77 1.19
C 0.179710 0.559181 1.727679 0.75 0.63 1.26
C -0.573745 1.041898 -0.465572 -1.42 0.21 -1.16
H 1.991357 -2.223422 -0.569876 1.26 1.04 -0.80
H -1.564878 1.050894 -2.315725 0.68 -0.30 -0.08
H 1.285500 -0.081138 3.087879 -0.21 -0.02 0.39
H -0.743088 2.058290 -0.126147 0.07 -0.37 -0.05

=====

Record-wise energy relative to the best compared isomer or geometry (same formula, charge and spin) values, in eV: 5.203, 0.478, 0.000, 2.811
Record-wise DFT total energy values, in eV: -8296.3011, -54773.1613, -132858.0280, -15145.6451